Entry 1:
Computed, not measured: 8 unconnected molecules or ions with the total composition C37H77Cl10N3O3, with ωB97M-V with the def2-TZVPD basis set.

Structure (XYZ):
```
130
Properties=species:S:1:pos:R:3
C -6.457 -4.737 1.271
C -4.941 -4.561 0.912
C -4.790 -4.014 -0.442
C -5.276 -2.618 -0.692
C -4.384 -1.712 0.195
C -4.555 -2.136 1.680
N -4.254 -3.587 1.825
O -4.564 -3.846 3.205
C -3.511 -1.282 2.524
C -5.908 -1.768 2.248
C -4.201 -5.829 1.037
H -6.696 -5.014 2.291
H -6.971 -5.473 0.652
H -7.011 -3.800 1.154
H -3.708 -3.900 -0.757
H -5.247 -4.625 -1.190
H -6.294 -2.614 -0.283
H -5.196 -2.429 -1.761
H -4.551 -0.649 0.022
H -3.353 -1.862 -0.118
H -3.504 -1.541 3.587
H -2.532 -1.446 2.107
H -3.738 -0.188 2.336
H -5.969 -0.646 2.425
H -6.776 -1.972 1.545
H -6.105 -2.322 3.185
H -3.171 -5.662 0.810
H -4.613 -6.588 0.376
H -4.262 -6.262 2.003
H -3.965 -4.604 3.396
C -1.373 7.992 -0.525
C -0.821 6.847 -1.420
C -0.877 7.117 -2.950
C -0.069 6.145 -3.819
C 1.393 6.120 -3.372
C 1.454 5.815 -1.803
N 0.680 6.864 -1.114
O 0.735 6.416 0.315
C 1.166 4.324 -1.497
C 2.966 6.062 -1.436
C -1.548 5.519 -0.994
H -2.368 8.286 -0.900
H -0.752 8.882 -0.511
H -1.490 7.639 0.457
H -1.887 7.152 -3.391
H -0.422 8.101 -3.094
H -0.041 6.433 -4.859
H -0.432 5.130 -3.681
H 2.033 6.968 -3.664
H 1.922 5.354 -3.951
H 0.211 3.989 -1.897
H 2.010 3.758 -1.970
H 1.207 4.217 -0.393
H 3.619 5.593 -2.147
H 3.235 7.141 -1.547
H 3.186 5.599 -0.504
H -2.562 5.820 -0.760
H -1.144 5.129 -0.065
H -1.566 4.574 -1.642
H 1.181 7.188 0.764
C -0.071 -3.573 3.724
C 1.271 -3.018 4.084
C 1.042 -1.586 4.440
C 2.280 -0.947 4.989
C 2.619 -1.675 6.250
C 2.808 -3.198 6.109
N 1.690 -3.714 5.299
O 1.865 -5.081 5.118
C 4.199 -3.473 5.456
C 2.671 -3.779 7.512
C 2.303 -3.108 2.879
H -0.849 -3.388 4.459
H -0.092 -4.612 3.584
H -0.514 -3.066 2.801
H 0.744 -1.144 3.495
H 0.280 -1.532 5.246
H 2.162 0.131 5.089
H 3.077 -1.041 4.235
H 1.773 -1.545 6.983
H 3.529 -1.403 6.728
H 4.366 -4.391 4.880
H 4.323 -2.575 4.864
H 4.871 -3.501 6.359
H 2.597 -4.878 7.551
H 3.644 -3.500 7.978
H 1.920 -3.432 8.221
H 3.075 -2.396 2.961
H 1.733 -2.983 1.969
H 2.727 -4.145 2.736
H 2.550 -5.284 4.505
Cl 4.175 2.585 -3.788
C 3.986 1.665 -5.339
C 5.232 0.921 -5.594
Cl 5.354 -0.388 -4.358
H 3.803 2.410 -6.114
H 3.126 1.089 -5.065
H 6.137 1.519 -5.621
H 5.022 0.340 -6.523
Cl 0.288 2.820 -6.307
C -1.371 3.201 -6.980
C -2.288 3.093 -5.764
Cl -3.912 3.661 -6.189
H -1.443 2.409 -7.721
H -1.509 4.141 -7.350
H -1.954 3.804 -4.961
H -2.360 2.092 -5.496
Cl 1.129 -3.608 -0.817
C 2.715 -4.113 -1.434
C 2.597 -5.074 -2.583
Cl 1.928 -6.617 -1.888
H 3.327 -4.468 -0.623
H 3.389 -3.272 -1.719
H 3.627 -5.322 -2.962
H 1.916 -4.698 -3.346
Cl 1.542 0.191 0.622
C 3.162 0.871 0.353
C 3.886 -0.020 -0.647
Cl 4.273 -1.551 0.051
H 3.669 0.826 1.317
H 3.124 1.947 0.096
H 4.788 0.532 -0.850
H 3.281 -0.156 -1.593
Cl 1.664 -1.545 -3.993
C 0.110 -0.906 -3.157
C 0.254 0.559 -2.928
Cl -1.358 1.136 -2.323
H -0.011 -1.415 -2.211
H -0.584 -1.257 -3.936
H 0.574 1.178 -3.769
H 0.977 0.769 -2.172
```

Properties
orbital gap: 8.46 eV
structure (SMILES): CC1(C)CCCC(C)(C)N1O.CC1(C)CCCC(C)(C)N1O.CC1(C)CCCC(C)(C)N1O.ClCCCl.ClCCCl.ClCCCl.ClCCCl.ClCCCl
energy relative to the best compared isomer or geometry (same formula, charge and spin): 186.1 kJ/mol
net charge: 0
highest occupied orbital energy: -0.3007 hartree
electronic energy: -6447.681718 Eh

Mulliken atomic charge list, values in e, 8 entries: number 1, C, carries -1.591; number 2, C, carries 1.979; number 3, C, carries -1.269; number 4, C, carries -0.695; number 5, C, carries -1.306; number 6, C, carries 1.477; number 7, N, carries 0.374; number 8, O, carries -0.527

=====

Entry 2:
Computed, not measured: C2HN5O2S in the gas phase, with ωB97M-V with the def2-TZVPD basis set.

Structure (XYZ):
```
11
Properties=species:S:1:pos:R:3
C 1.332 0.280 2.930
C -0.301 -1.059 -0.507
N 2.384 0.409 3.332
N 0.444 -1.799 -1.239
N 1.652 -1.888 -0.619
N 1.634 -1.191 0.456
N 0.428 -0.715 0.645
O -1.577 1.063 1.684
O -0.664 -1.413 2.696
S -0.235 -0.188 2.150
H -1.316 -1.086 -0.558
```

Properties
orbital gap: 9.57 eV
structure (SMILES): N#CS(=O)(=O)n1cnnn1
energy relative to the best compared isomer or geometry (same formula, charge and spin): 433.4 kJ/mol
net charge: 0
highest occupied orbital energy: -0.4370 hartree
electronic energy: -898.990110 Eh

Mulliken atomic charge list, values in e, 8 entries: number 1, C, carries 0.312; number 2, C, carries -0.109; number 3, N, carries -0.216; number 4, N, carries -0.243; number 5, N, carries -0.363; number 6, N, carries -0.078; number 7, N, carries 0.363; number 8, O, carries -0.464

=====

Entry 3:
Computed, not measured: 11 unconnected molecules or ions with the total composition C52H87N2O28P4, with ωB97M-V with the def2-TZVPD basis set.

Structure (XYZ):
```
173
Properties=species:S:1:pos:R:3
C 14.273 -10.913 -8.397
C 13.992 -12.399 -8.176
N 12.545 -12.668 -8.119
C 11.840 -12.910 -6.961
C 10.593 -13.213 -7.367
N 10.527 -13.066 -8.727
C 11.766 -12.853 -9.178
C 9.327 -13.197 -9.517
H 13.365 -10.325 -8.214
H 14.395 -10.648 -9.445
H 15.053 -10.607 -7.706
H 14.495 -12.860 -7.331
H 14.325 -12.963 -9.053
H 12.282 -12.852 -5.982
H 9.710 -13.452 -6.798
H 12.066 -12.793 -10.209
H 9.348 -12.520 -10.368
H 8.396 -12.974 -9.006
H 9.236 -14.191 -9.955
C 6.667 -9.323 -7.882
C 6.103 -8.748 -6.745
C 6.745 -8.801 -5.520
C 7.988 -9.430 -5.440
C 8.632 -9.813 -6.608
C 7.970 -9.796 -7.825
O 8.606 -10.295 -8.923
O 6.131 -8.294 -4.420
H 6.037 -9.248 -8.759
H 5.149 -8.244 -6.829
H 8.526 -9.482 -4.500
H 9.603 -10.292 -6.523
H 8.029 -10.460 -9.683
H 6.691 -8.288 -3.639
C 17.508 -10.431 -9.320
C 17.495 -11.715 -8.826
C 17.828 -11.989 -7.494
C 18.010 -10.943 -6.619
C 18.205 -9.661 -7.138
C 17.916 -9.412 -8.460
O 17.927 -8.138 -8.991
O 17.836 -13.267 -7.016
H 17.258 -10.130 -10.329
H 17.252 -12.585 -9.433
H 18.288 -11.150 -5.592
H 18.384 -8.869 -6.421
H 18.749 -7.679 -8.795
H 17.737 -13.936 -7.699
C 13.962 -16.066 -8.195
C 13.990 -16.599 -6.914
C 12.856 -17.159 -6.347
C 11.663 -17.138 -7.049
C 11.625 -16.597 -8.327
C 12.770 -16.084 -8.907
O 12.633 -15.483 -10.132
O 12.971 -17.734 -5.106
H 14.793 -15.535 -8.648
H 14.937 -16.607 -6.389
H 10.697 -17.432 -6.656
H 10.642 -16.436 -8.755
H 13.402 -15.424 -10.703
H 12.106 -17.603 -4.696
C 15.319 -11.233 -13.495
C 15.758 -10.202 -14.293
C 15.238 -8.922 -14.090
C 14.339 -8.700 -13.067
C 13.933 -9.738 -12.231
C 14.375 -11.014 -12.491
O 13.872 -12.072 -11.776
O 15.789 -7.927 -14.840
H 15.689 -12.239 -13.665
H 16.505 -10.383 -15.053
H 13.891 -7.717 -12.969
H 13.267 -9.546 -11.401
H 14.390 -12.880 -11.816
H 15.638 -7.056 -14.465
C 8.579 -16.697 -12.267
C 9.630 -15.807 -12.411
C 9.373 -14.450 -12.426
C 8.093 -13.923 -12.335
C 7.073 -14.826 -12.116
C 7.306 -16.189 -12.036
O 6.216 -16.983 -11.819
O 10.384 -13.539 -12.710
H 8.759 -17.763 -12.197
H 10.598 -16.190 -12.718
H 7.922 -12.854 -12.312
H 6.069 -14.497 -11.875
H 6.481 -17.874 -11.573
H 11.163 -14.052 -12.946
C 12.844 -8.339 -5.341
O 13.408 -8.745 -4.078
P 13.744 -10.253 -3.788
O 12.963 -11.205 -4.584
O 13.579 -10.313 -2.236
C 14.081 -11.393 -1.448
O 15.304 -10.342 -4.054
C 16.210 -9.357 -3.551
H 11.791 -8.596 -5.370
H 13.341 -8.864 -6.162
H 13.132 -7.304 -5.474
H 15.095 -11.661 -1.757
H 13.514 -12.302 -1.653
H 14.072 -11.188 -0.385
H 15.982 -9.148 -2.506
H 16.129 -8.422 -4.108
H 17.210 -9.759 -3.679
C 14.954 -17.817 -2.656
O 15.496 -16.491 -2.709
P 14.509 -15.306 -2.367
O 14.112 -15.092 -0.994
O 13.301 -15.540 -3.376
C 12.193 -14.635 -3.277
O 15.299 -14.063 -2.940
C 15.569 -13.964 -4.339
H 13.928 -17.915 -2.313
H 15.603 -18.431 -2.026
H 15.043 -18.294 -3.631
H 12.094 -14.018 -4.168
H 12.281 -13.998 -2.398
H 11.293 -15.240 -3.165
H 15.483 -14.905 -4.881
H 16.587 -13.609 -4.493
H 14.895 -13.216 -4.765
C 7.045 -14.379 -5.483
O 8.334 -14.964 -5.217
P 8.465 -16.191 -4.244
O 9.716 -16.925 -4.406
O 8.147 -15.589 -2.820
C 8.742 -16.114 -1.622
O 7.144 -17.014 -4.588
C 7.113 -18.407 -4.223
H 7.228 -13.318 -5.668
H 6.386 -14.432 -4.620
H 6.592 -14.792 -6.380
H 9.020 -17.164 -1.731
H 7.938 -16.108 -0.889
H 9.611 -15.549 -1.300
H 8.073 -18.766 -3.854
H 6.869 -18.973 -5.119
H 6.352 -18.551 -3.459
C 6.818 -9.990 -14.594
O 7.288 -8.998 -13.692
P 8.221 -9.431 -12.497
O 7.717 -10.558 -11.701
O 9.590 -9.673 -13.254
C 10.609 -10.528 -12.712
O 8.380 -8.081 -11.727
C 9.089 -6.974 -12.314
H 5.731 -10.054 -14.583
H 7.153 -11.005 -14.349
H 7.185 -9.798 -15.600
H 11.520 -9.963 -12.555
H 10.764 -11.345 -13.410
H 10.306 -11.035 -11.795
H 9.140 -6.213 -11.542
H 8.547 -6.614 -13.186
H 10.092 -7.286 -12.600
C 15.202 -5.683 -6.177
O 14.248 -6.035 -7.169
C 14.710 -7.034 -8.030
C 13.741 -7.446 -9.110
O 12.534 -7.999 -8.641
C 11.416 -7.738 -9.474
H 16.194 -5.550 -6.635
H 15.251 -6.518 -5.475
H 14.945 -4.692 -5.821
H 15.220 -7.933 -7.646
H 15.516 -6.559 -8.624
H 14.308 -8.104 -9.781
H 13.524 -6.552 -9.715
H 11.655 -7.809 -10.538
H 11.040 -6.734 -9.240
H 10.623 -8.432 -9.196
```

Properties
orbital gap: 7.29 eV
energy relative to the best compared isomer or geometry (same formula, charge and spin): 0.0 kJ/mol
net charge: +1
highest occupied orbital energy: -0.3527 hartree
electronic energy: -5615.418947 Eh

Mulliken atomic charge list, values in e, 8 entries: number 1, C, carries 0.299; number 2, C, carries -0.729; number 3, N, carries 1.188; number 4, C, carries 0.176; number 5, C, carries -0.931; number 6, N, carries 1.443; number 7, C, carries -1.158; number 8, C, carries -0.100

=====

Entry 4:
Computed, not measured: a molecular structure, C25H27ClF3MnN5O3SSe, with ωB97M-V with the def2-TZVPD basis set.

Structure (XYZ):
```
67
Properties=species:S:1:pos:R:3
Mn 0.123 -1.640 -0.365
F 4.888 1.204 1.317
C 4.917 -0.019 1.875
F 5.636 -0.820 1.071
F 5.630 0.106 3.018
C 3.542 -0.562 2.156
C 3.172 -0.821 3.458
C 1.903 -1.316 3.740
C 1.057 -1.547 2.677
N 1.410 -1.309 1.410
C 2.627 -0.798 1.101
S 2.921 -0.433 -0.552
H 3.874 -0.629 4.259
H 1.581 -1.507 4.753
H 0.043 -1.896 2.818
N -0.962 -3.082 -1.796
C 0.004 -3.514 -2.807
C 1.165 -4.194 -2.087
N 1.615 -3.363 -0.966
H -1.264 -3.862 -1.221
H -1.801 -2.669 -2.187
H 0.363 -2.622 -3.329
H -0.417 -4.194 -3.553
H 1.965 -4.405 -2.801
H 0.827 -5.155 -1.691
H 2.354 -2.707 -1.223
H 1.982 -3.919 -0.204
C -0.371 1.478 1.243
N 0.496 1.992 0.199
C 0.520 1.621 -1.091
Se -0.536 0.360 -1.941
N 1.486 2.326 -1.706
C 2.155 3.120 -0.788
C 3.231 3.985 -0.903
C 3.645 4.619 0.256
C 3.005 4.402 1.480
C 1.927 3.541 1.591
C 1.521 2.902 0.430
H -1.074 0.772 0.812
H -0.930 2.303 1.683
H 0.227 0.982 2.005
H 1.719 2.177 -2.671
H 3.732 4.149 -1.846
H 4.487 5.296 0.215
H 3.364 4.916 2.362
H 1.437 3.364 2.538
C -4.443 -0.957 -2.855
C -4.195 0.186 -1.917
C -4.101 1.486 -2.377
C -3.834 2.525 -1.498
Cl -3.694 4.150 -2.112
C -3.675 2.287 -0.151
C -3.766 0.985 0.332
C -4.015 -0.059 -0.549
O -4.112 -1.366 -0.173
C -3.859 -1.666 1.192
C -2.393 -1.447 1.601
O -2.145 -0.844 2.642
O -1.540 -1.918 0.775
H -4.629 -0.595 -3.865
H -5.291 -1.561 -2.532
H -3.576 -1.623 -2.886
H -4.219 1.696 -3.431
H -3.483 3.107 0.528
H -3.620 0.803 1.387
H -4.089 -2.726 1.293
H -4.517 -1.096 1.853
```

Properties
multiplicity: 6
orbital gap (spin up / spin down): 7.79 / 7.80 eV
energy relative to the best compared isomer or geometry (same formula, charge and spin): 0.0 kJ/mol
net charge: 0
highest occupied orbital energy (spin up / spin down): -0.2769 / -0.2776 hartree
electronic energy: -6178.964174 Eh

Mulliken atomic charge list, values in e, 8 entries: number 1, Mn, carries 1.846; number 2, F, carries -0.140; number 3, C, carries 0.528; number 4, F, carries -0.261; number 5, F, carries -0.336; number 6, C, carries -0.138; number 7, C, carries -0.138; number 8, C, carries -0.976